Molecular formula: C26H34ClO2V
Method: DFT, ωB97M-V with the def2-TZVPD basis set

Element x y z (Å)
O  -0.73  1.09  -4.75
C  0.28  2.01  -5.21
C  -0.70  3.17  -5.39
H  0.75  1.72  -6.14
H  1.05  2.10  -4.43
C  -1.67  2.20  -4.64
H  -1.00  3.30  -6.45
H  -0.40  4.10  -4.91
C  -3.02  1.94  -5.27
H  -2.93  1.59  -6.30
H  -3.63  2.86  -5.26
H  -3.52  1.19  -4.66
C  -1.76  2.54  -3.15
H  -0.76  2.75  -2.75
H  -2.19  1.70  -2.61
H  -2.38  3.44  -3.01
V  0.68  -0.78  -0.33
C  1.30  1.09  0.89
C  2.55  0.42  0.85
C  2.92  0.18  -0.51
H  3.16  0.21  1.74
C  1.88  0.73  -1.35
C  0.93  1.40  -0.47
H  0.14  2.08  -0.78
H  0.79  1.44  1.79
H  3.82  -0.33  -0.85
H  1.79  0.63  -2.43
C  -1.11  -1.84  0.70
C  -1.22  -0.43  0.68
C  -1.26  -0.01  -0.69
H  -1.39  0.19  1.58
C  -1.03  -1.17  -1.52
C  -1.00  -2.32  -0.63
H  -0.95  -3.38  -0.90
H  -1.24  -2.42  1.62
H  -1.55  0.98  -1.00
H  -0.93  -1.17  -2.61
O  0.84  -1.23  -4.46
C  0.16  -1.18  -5.77
C  0.77  -2.11  -6.81
H  0.03  -0.16  -6.13
H  -0.87  -1.57  -5.55
C  1.51  -3.13  -5.91
H  1.47  -1.65  -7.53
H  -0.03  -2.60  -7.38
C  1.46  -2.55  -4.48
H  2.55  -3.33  -6.26
H  0.98  -4.11  -5.92
H  2.45  -2.52  -4.04
H  0.78  -3.16  -3.85
Cl  1.71  -1.40  3.67
C  1.22  -2.95  3.12
C  0.56  -3.82  3.98
C  0.05  -5.02  3.47
C  0.39  -5.46  2.18
C  1.15  -4.64  1.36
C  1.46  -3.32  1.76
C  2.00  -2.36  0.84
H  0.41  -3.56  5.04
H  -0.61  -5.62  4.08
H  0.09  -6.45  1.82
H  1.52  -5.02  0.41
H  1.90  -2.64  -0.23
H  3.04  -2.11  1.09

The spin multiplicity is 3. As for the total energy: -2565.628014 Ha. As for the expectation value of S²: 2.078.

These are the Löwdin partial charges, in e, on atoms 1 to 5:
1. O -0.1362
2. C -0.1718
3. C -0.0554
4. H 0.1061
5. H 0.1176